Here is C4H6FNO2 in the gas phase at a distorted geometry from OMol25. Energies are from wB97M-V/def2-TZVPD.

## Properties
ΔE to the lowest compared entry with this formula, charge and spin ... 3.227 eV
LUMO ... -0.22 eV
SMILES string ... CO/N=C(\C=O)CF
HOMO-LUMO gap ... 0.3620 Eh

Each line ends with the natural charge from an NBO analysis.
Geometry (Å):
C 2.5655 -0.2714 -0.0493  -0.2538
O 1.3274 0.3804 -0.3102  -0.3820
N 0.3408 -0.5029 -0.0385  -0.0579
C -0.8250 0.0488 -0.0456  0.0406
C -1.0399 1.5114 -0.3518  0.3810
O -1.9662 2.1259 0.1213  -0.4894
C -1.9665 -0.8291 0.3856  0.0254
F -2.7946 -1.2178 -0.6102  -0.3463
H 3.2821 0.3731 -0.5521  0.1951
H 2.5622 -1.2862 -0.4406  0.2003
H 2.7872 -0.1958 1.0504  0.1833
H -0.2593 2.0047 -1.0495  0.1411
H -2.5314 -0.4249 1.1797  0.1848
H -1.4822 -1.7161 0.7109  0.1778



Here is C3H7N3S in the gas phase at a distorted geometry from OMol25. Energies are from wB97M-V/def2-TZVPD.

## Properties
ΔE to the lowest compared entry with this formula, charge and spin ... 2.461 eV
LUMO ... 0.76 eV
SMILES string ... [H]/N=C(\NS)N1CC1
HOMO-LUMO gap ... 0.3280 Eh

Each line ends with the natural charge from an NBO analysis.
Geometry (Å):
H 0.5218 2.6849 0.0004  0.3458
N 1.0013 1.7682 -0.0016  -0.7790
C 0.2235 0.7539 -0.0040  0.5786
N -1.1473 0.7968 0.0013  -0.7429
S -2.2362 -0.5619 0.0016  0.1411
N 0.7279 -0.5725 0.0022  -0.4882
C 1.9787 -0.7636 -0.7402  -0.2377
C 1.9872 -0.7686 0.7249  -0.2425
H -1.5774 1.6787 0.0077  0.3989
H -1.2329 -1.4363 0.0041  0.1636
H 2.0279 -1.7361 -1.2855  0.2041
H 2.3633 0.0977 -1.1981  0.2250
H 2.4076 0.1326 1.2140  0.2273
H 2.0591 -1.7075 1.3347  0.2061